Below is 8 unconnected molecules or ions with the total composition C16H48O16 at a distorted geometry, with properties calculated with ωB97M-V/def2-TZVPD.

Properties
Highest occupied orbital energy   -0.35353 Eh
SMILES string   OCCO.OCCO.OCCO.OCCO.OCCO.OCCO.OCCO.OCCO
LUMO level   0.4739 eV
Largest force on an atom   2.11 eV Å⁻¹

Structure (XYZ):
```
80
Properties=species:S:1:pos:R:3:forces:R:3:mulliken_charge:R:1
O 0.8116 -5.0845 2.1915 0.4 -1.4 0.2 -0.60
C 0.8190 -3.7296 2.5916 -1.1 0.4 0.2 -0.51
C 0.2402 -3.0400 1.3604 1.9 -0.1 -0.9 0.87
O 1.0906 -3.3678 0.2270 -0.1 0.4 0.2 -0.51
H 1.1684 -5.7281 2.8382 -0.3 1.0 -0.4 0.32
H 0.1014 -3.5832 3.4222 0.5 0.1 -0.1 0.31
H 1.8209 -3.3732 2.8454 -0.1 0.1 0.0 0.34
H 0.1957 -1.9504 1.3636 0.0 -0.3 0.6 -0.71
H -0.7121 -3.4524 1.1304 -1.1 -0.3 0.2 0.11
H 1.3983 -4.2745 0.3430 -0.2 -0.1 0.1 0.27
O -1.0721 -0.5304 3.2904 -0.1 -0.6 -0.2 -0.57
C -2.1688 0.3316 2.9767 -0.8 -1.8 0.0 0.59
C -3.2175 0.1545 4.0883 -0.8 1.3 -1.1 -0.64
O -3.5749 -1.2024 4.2854 0.6 -0.2 -1.1 -0.50
H -1.4910 -1.4032 3.4741 0.4 0.8 0.0 0.31
H -1.8051 1.3558 2.8803 -0.1 -0.1 0.3 -0.03
H -2.6263 0.0082 2.0070 0.3 0.4 0.6 -0.17
H -4.1232 0.7238 3.7134 0.8 -0.3 0.9 0.25
H -2.8042 0.5215 5.0164 -0.1 0.6 0.3 0.44
H -3.9034 -1.3023 5.1703 -0.2 -0.1 0.5 0.28
O 4.0968 2.9509 -2.0981 1.2 0.7 0.0 -0.62
C 3.9358 1.5560 -1.9589 -1.1 0.9 -0.1 -0.22
C 2.9107 1.0741 -2.9829 0.3 0.7 0.4 -0.31
O 1.6828 1.7497 -2.6983 -0.8 -0.3 -0.1 -0.27
H 3.2695 3.4338 -2.0854 -0.4 -0.5 0.1 0.31
H 4.8980 1.1083 -2.1306 0.5 -0.2 0.0 0.36
H 3.5953 1.3549 -0.9177 0.1 -0.4 -0.6 0.10
H 2.8843 -0.0032 -2.8597 -0.6 -0.3 -0.5 0.18
H 3.1437 1.4200 -4.0246 0.2 -0.6 1.0 0.29
H 1.2928 1.5167 -1.8221 0.6 0.3 -0.3 0.19
O -1.4060 2.7717 -2.4084 0.6 -0.4 -0.3 -0.43
C -1.3698 4.1287 -2.8578 0.2 0.3 -0.3 -0.21
C -0.1150 4.4137 -3.7296 -0.8 0.5 -1.1 -0.44
O 0.1283 3.3275 -4.6598 0.1 0.8 1.3 -0.60
H -0.9638 2.2147 -3.0929 -0.5 0.8 0.4 0.32
H -2.3351 4.3532 -3.3587 0.7 -0.1 -0.1 0.29
H -1.2797 4.8159 -2.0035 -0.3 -0.5 0.1 0.18
H 0.7287 4.7787 -3.0802 -0.4 -1.1 -0.7 0.12
H -0.3035 5.2350 -4.4427 -0.2 0.1 0.7 0.38
H 0.7182 2.7564 -4.1714 0.7 -0.8 0.2 0.36
O 5.9241 -3.4073 -1.5531 0.7 -0.4 -0.1 -0.53
C 4.8556 -2.7335 -2.1678 0.4 1.3 -0.2 -0.13
C 3.6807 -3.0024 -1.2839 0.6 0.2 0.5 -0.24
O 2.6965 -2.1243 -1.7008 -1.0 0.5 -0.7 -0.29
H 6.7150 -3.4137 -2.0988 -0.1 0.1 -0.1 0.31
H 4.9253 -1.6359 -2.0636 0.6 -0.1 -0.3 -0.08
H 4.7574 -2.9044 -3.2784 -0.3 -0.4 1.2 0.32
H 3.9436 -2.7590 -0.2242 0.2 -0.4 -0.7 0.24
H 3.4135 -4.0379 -1.3530 -0.5 -0.8 0.0 0.27
H 1.8721 -2.4636 -1.3566 -0.6 0.0 0.3 0.26
O -1.8364 0.6472 -0.1491 -1.3 1.0 0.2 -0.49
C -0.7268 -0.1518 -0.4630 0.0 0.6 -1.0 0.07
C 0.5036 0.3518 0.2592 0.3 -1.9 -0.6 -0.28
O 0.8491 1.6438 -0.0481 1.2 1.1 -0.7 -0.39
H -2.0012 1.2439 -0.8986 0.1 -0.1 0.2 0.27
H -0.9867 -1.1821 -0.2204 0.3 -0.1 -0.1 -0.14
H -0.6175 -0.0222 -1.5543 0.5 -0.6 0.2 0.50
H 1.3542 -0.2553 -0.1112 -0.3 0.0 0.4 0.10
H 0.3872 0.1640 1.3182 -0.1 0.1 0.6 0.25
H 0.1774 2.3389 0.0242 -0.7 -0.2 0.3 0.12
O -4.9508 -2.9682 -1.2890 -0.2 0.0 -0.2 -0.56
C -4.0342 -2.2838 -0.4469 1.3 0.4 0.1 -0.07
C -3.7843 -3.1694 0.7537 -1.1 -0.4 0.7 -0.04
O -4.9995 -3.4412 1.4909 0.3 0.5 0.2 -0.56
H -5.6845 -2.4220 -1.6036 0.6 0.1 0.2 0.34
H -2.9931 -2.1906 -0.9363 -1.7 0.2 0.3 -0.06
H -4.4226 -1.3005 -0.1102 0.3 -0.4 -0.4 0.36
H -3.0584 -2.6975 1.4862 -0.7 -0.7 -0.9 0.00
H -3.4796 -4.1536 0.3658 0.6 0.3 0.2 0.31
H -5.7736 -3.4616 0.9073 0.6 0.0 -0.2 0.32
O 0.4552 2.5148 3.2788 -0.4 0.5 -0.4 -0.55
C 0.4770 3.7403 2.5612 0.1 0.9 -1.7 -0.36
C -0.8560 4.0948 1.7549 1.4 1.3 0.8 -0.54
O -1.0794 3.3940 0.5613 0.1 -0.5 -0.4 -0.53
H 0.9184 1.8662 2.7526 0.1 -0.4 -0.2 0.32
H 0.7742 4.5307 3.2904 -0.7 -0.3 -0.6 0.41
H 1.2560 3.7580 1.7418 -0.4 -0.3 1.0 0.15
H -0.9027 5.1687 1.4733 0.7 -0.4 0.2 0.40
H -1.6813 4.0146 2.3921 -1.4 -0.6 1.2 0.39
H -1.7270 2.6804 0.6664 0.3 0.0 0.2 0.26
```
Forces are in eV/Å.